# C56H156N14O15

15 unconnected molecules or ions with the total composition C56H156N14O15 in a non-equilibrium geometry (ωB97M-V with the def2-TZVPD basis set, the Open Molecules 2025 dataset).

Bonds (Å) are listed after each position.
Positions of all 241 atoms, in Å:
1 O -6.103 18.834 5.963  H2 0.957, H3 0.957
2 H -5.749 17.970 6.174  O1 0.957
3 H -7.039 18.761 6.147  O1 0.957
4 C 0.057 20.929 8.841  C5 1.507, H10 1.090, H11 1.090, H12 1.090
5 C 0.678 19.570 8.642  C4 1.507, C6 1.544, N9 1.468, H13 1.090
6 C 2.215 19.537 8.776  C5 1.544, O7 1.433, H14 1.090, H15 1.090
7 O 2.727 18.422 8.034  C6 1.433, C8 1.431
8 C 4.070 18.140 8.440  O7 1.431, H16 1.090, H17 1.090, H18 1.090
9 N 0.142 18.793 9.765  C5 1.468, H19 1.010, H20 1.010
10 H -1.022 20.945 8.690  C4 1.090
11 H 0.417 21.502 7.986  C4 1.090
12 H 0.431 21.426 9.736  C4 1.090
13 H 0.421 19.193 7.652  C5 1.090
14 H 2.496 19.451 9.825  C6 1.090
15 H 2.628 20.471 8.396  C6 1.090
16 H 4.193 18.167 9.523  C8 1.090
17 H 4.690 18.869 7.918  C8 1.090
18 H 4.326 17.177 7.999  C8 1.090
19 H 0.278 17.793 9.741  N9 1.010
20 H -0.857 18.866 9.635  N9 1.010
21 C -13.938 33.797 -2.437  C22 1.540, H27 1.090, H28 1.090, H29 1.090
22 C -15.318 33.697 -1.761  C21 1.540, C23 1.617, N26 1.401, H30 1.090
23 C -15.291 34.195 -0.223  C22 1.617, O24 1.397, H31 1.090, H32 1.090
24 O -16.542 34.162 0.397  C23 1.397, C25 1.417
25 C -16.539 34.591 1.748  O24 1.417, H33 1.090, H34 1.090, H35 1.090
26 N -16.162 34.510 -2.530  C22 1.401, H36 1.010, H37 1.010
27 H -13.585 34.818 -2.576  C21 1.090
28 H -13.894 33.427 -3.461  C21 1.090
29 H -13.211 33.278 -1.811  C21 1.090
30 H -15.681 32.669 -1.776  C22 1.090
31 H -14.887 35.206 -0.171  C23 1.090
32 H -14.498 33.567 0.184  C23 1.090
33 H -17.581 34.547 2.063  C25 1.090
34 H -16.231 35.616 1.953  C25 1.090
35 H -15.875 34.021 2.398  C25 1.090
36 H -16.953 34.894 -2.033  N26 1.010
37 H -15.604 35.276 -2.879  N26 1.010
38 C 2.599 37.756 -0.993  C39 1.496, H44 1.090, H45 1.090, H46 1.090
39 C 1.273 37.573 -1.662  C38 1.496, C40 1.541, N43 1.492, H47 1.090
40 C 0.596 36.303 -1.112  C39 1.541, O41 1.447, H48 1.090, H49 1.090
41 O 1.424 35.279 -1.710  C40 1.447, C42 1.417
42 C 1.084 33.910 -1.569  O41 1.417, H50 1.090, H51 1.090, H52 1.090
43 N 0.471 38.795 -1.364  C39 1.492, H53 1.010, H54 1.010
44 H 3.163 36.864 -1.266  C38 1.090
45 H 2.461 37.788 0.088  C38 1.090
46 H 3.161 38.648 -1.267  C38 1.090
47 H 1.388 37.451 -2.739  C39 1.090
48 H -0.464 36.196 -1.340  C40 1.090
49 H 0.641 36.193 -0.028  C40 1.090
50 H 0.942 33.785 -0.496  C42 1.090
51 H 1.926 33.291 -1.878  C42 1.090
52 H 0.125 33.596 -1.981  C42 1.090
53 H 0.508 38.958 -0.368  N43 1.010
54 H -0.469 38.517 -1.609  N43 1.010
55 C -4.938 34.817 12.877  C56 1.547, H61 1.090, H62 1.090, H63 1.090
56 C -5.298 35.203 11.423  C55 1.547, C57 1.564, N60 1.509, H64 1.090
57 C -6.438 34.425 10.687  C56 1.564, O58 1.450, H65 1.090, H66 1.090
58 O -6.056 33.187 10.037  C57 1.450, C59 1.370
59 C -4.969 33.150 9.204  O58 1.370, H67 1.090, H68 1.090, H69 1.090
60 N -5.661 36.646 11.674  C56 1.509, H70 1.010, H71 1.010
61 H -4.119 34.100 12.935  C55 1.090
62 H -5.789 34.322 13.346  C55 1.090
63 H -4.656 35.653 13.517  C55 1.090
64 H -4.415 35.241 10.784  C56 1.090
65 H -6.786 35.070 9.880  C57 1.090
66 H -7.276 34.144 11.325  C57 1.090
67 H -4.039 33.132 9.772  C59 1.090
68 H -5.019 33.922 8.436  C59 1.090
69 H -4.937 32.178 8.713  C59 1.090
70 H -4.980 37.296 12.040  N60 1.010
71 H -6.261 36.529 12.478  N60 1.010
72 C -10.471 19.698 10.461  C73 1.520, H78 1.090, H79 1.090, H80 1.090
73 C -10.654 20.387 9.120  C72 1.520, C74 1.618, N77 1.401, H81 1.090
74 C -9.743 21.709 8.916  C73 1.618, O75 1.431, H82 1.090, H83 1.090
75 O -10.357 22.899 9.421  C74 1.431, C76 1.446
76 C -9.335 23.875 9.730  O75 1.446, H84 1.090, H85 1.090, H86 1.090
77 N -10.456 19.485 8.067  C73 1.401, H87 1.010, H88 1.010
78 H -10.356 20.484 11.208  C72 1.090
79 H -9.535 19.152 10.586  C72 1.090
80 H -11.269 18.991 10.690  C72 1.090
81 H -11.665 20.786 9.037  C73 1.090
82 H -9.549 21.980 7.878  C74 1.090
83 H -8.746 21.565 9.331  C74 1.090
84 H -8.765 23.525 10.591  C76 1.090
85 H -9.747 24.852 9.982  C76 1.090
86 H -8.652 24.023 8.894  C76 1.090
87 H -11.118 19.657 7.324  N77 1.010
88 H -10.779 18.601 8.435  N77 1.010
89 C 2.784 18.762 1.395  C90 1.555, H95 1.090, H96 1.090, H97 1.090
90 C 3.591 18.121 0.231  C89 1.555, C91 1.564, N94 1.454, H98 1.090
91 C 4.070 16.685 0.623  C90 1.564, O92 1.438, H99 1.090, H100 1.090
92 O 5.116 16.389 -0.318  C91 1.438, C93 1.460
93 C 6.121 15.451 0.173  O92 1.460, H101 1.090, H102 1.090, H103 1.090
94 N 2.808 18.161 -0.994  C90 1.454, H104 1.010, H105 1.010
95 H 3.460 19.028 2.207  C89 1.090
96 H 2.073 18.064 1.836  C89 1.090
97 H 2.172 19.628 1.141  C89 1.090
98 H 4.427 18.794 0.041  C90 1.090
99 H 3.436 15.798 0.620  C91 1.090
100 H 4.465 16.767 1.636  C91 1.090
101 H 5.667 14.486 0.396  C93 1.090
102 H 6.632 15.797 1.072  C93 1.090
103 H 6.892 15.212 -0.560  C93 1.090
104 H 1.978 17.587 -0.969  N94 1.010
105 H 3.301 17.738 -1.766  N94 1.010
106 C -4.665 25.583 2.988  C107 1.473, H112 1.090, H113 1.090, H114 1.090
107 C -5.932 26.006 2.366  C106 1.473, C108 1.548, N111 1.432, H115 1.090
108 C -5.772 26.505 0.909  C107 1.548, O109 1.437, H116 1.090, H117 1.090
109 O -4.969 27.693 0.838  C108 1.437, C110 1.453
110 C -5.712 28.899 1.160  O109 1.453, H118 1.090, H119 1.090, H120 1.090
111 N -6.742 24.827 2.304  C107 1.432, H121 1.010, H122 1.010
112 H -4.048 26.449 3.231  C106 1.090
113 H -4.032 24.941 2.376  C106 1.090
114 H -4.748 25.114 3.968  C106 1.090
115 H -6.416 26.752 2.997  C107 1.090
116 H -6.784 26.729 0.570  C108 1.090
117 H -5.280 25.729 0.322  C108 1.090
118 H -5.026 29.720 0.951  C110 1.090
119 H -6.076 28.989 2.184  C110 1.090
120 H -6.628 29.065 0.592  C110 1.090
121 H -6.452 24.257 1.522  N111 1.010
122 H -6.679 24.249 3.129  N111 1.010
123 C -3.727 15.840 0.418  C124 1.571, H129 1.090, H130 1.090, H131 1.090
124 C -3.128 14.488 -0.114  C123 1.571, C125 1.561, N128 1.488, H132 1.090
125 C -4.151 13.349 0.187  C124 1.561, O126 1.384, H133 1.090, H134 1.090
126 O -3.517 12.125 0.061  C125 1.384, C127 1.415
127 C -4.403 11.026 0.161  O126 1.415, H135 1.090, H136 1.090, H137 1.090
128 N -2.682 14.608 -1.529  C124 1.488, H138 1.010, H139 1.010
129 H -3.931 15.704 1.480  C123 1.090
130 H -4.685 16.055 -0.056  C123 1.090
131 H -3.071 16.696 0.261  C123 1.090
132 H -2.274 14.155 0.476  C124 1.090
133 H -5.073 13.476 -0.381  C125 1.090
134 H -4.519 13.446 1.209  C125 1.090
135 H -5.175 11.026 -0.608  C127 1.090
136 H -4.707 10.982 1.207  C127 1.090
137 H -3.766 10.152 0.026  C127 1.090
138 H -3.526 14.804 -2.047  N128 1.010
139 H -2.470 13.683 -1.874  N128 1.010
140 C -3.291 23.820 -5.695  C141 1.566, H146 1.090, H147 1.090, H148 1.090
141 C -2.786 22.657 -4.778  C140 1.566, C142 1.549, N145 1.412, H149 1.090
142 C -3.658 21.381 -4.887  C141 1.549, O143 1.392, H150 1.090, H151 1.090
143 O -4.887 21.575 -4.261  C142 1.392, C144 1.460
144 C -5.875 20.539 -4.546  O143 1.460, H152 1.090, H153 1.090, H154 1.090
145 N -1.470 22.350 -5.190  C141 1.412, H155 1.010, H156 1.010
146 H -3.055 24.810 -5.303  C140 1.090
147 H -4.364 23.737 -5.869  C140 1.090
148 H -2.808 23.818 -6.672  C140 1.090
149 H -2.709 23.060 -3.768  C141 1.090
150 H -3.011 20.579 -4.533  C142 1.090
151 H -3.835 21.136 -5.934  C142 1.090
152 H -5.554 19.497 -4.543  C144 1.090
153 H -6.461 20.653 -5.458  C144 1.090
154 H -6.594 20.619 -3.732  C144 1.090
155 H -0.773 23.040 -4.953  N145 1.010
156 H -1.216 21.666 -4.491  N145 1.010
157 C -4.121 41.421 3.981  C158 1.553, H163 1.090, H164 1.090, H165 1.090
158 C -3.560 40.060 4.478  C157 1.553, C159 1.552, N162 1.408, H166 1.090
159 C -4.316 38.857 3.852  C158 1.552, O160 1.430, H167 1.090, H168 1.090
160 O -5.697 38.824 4.219  C159 1.430, C161 1.410
161 C -6.609 38.208 3.338  O160 1.410, H169 1.090, H170 1.090, H171 1.090
162 N -2.198 40.031 4.120  C158 1.408, H172 1.010, H173 1.010
163 H -4.165 41.515 2.896  C157 1.090
164 H -3.470 42.251 4.253  C157 1.090
165 H -5.165 41.582 4.249  C157 1.090
166 H -3.590 40.093 5.567  C158 1.090
167 H -3.811 37.938 4.149  C159 1.090
168 H -4.049 38.937 2.798  C159 1.090
169 H -6.654 38.848 2.456  C161 1.090
170 H -7.617 38.144 3.748  C161 1.090
171 H -6.199 37.254 3.007  C161 1.090
172 H -1.717 39.288 4.605  N162 1.010
173 H -1.688 40.865 4.375  N162 1.010
174 C -4.791 32.935 -6.598  C175 1.551, H180 1.090, H181 1.090, H182 1.090
175 C -6.309 32.616 -6.589  C174 1.551, C176 1.575, N179 1.492, H183 1.090
176 C -6.610 31.103 -6.273  C175 1.575, O177 1.367, H184 1.090, H185 1.090
177 O -7.964 31.052 -6.091  C176 1.367, C178 1.381
178 C -8.484 29.773 -6.072  O177 1.381, H186 1.090, H187 1.090, H188 1.090
179 N -6.979 33.409 -5.517  C175 1.492, H189 1.010, H190 1.010
180 H -4.611 34.010 -6.594  C174 1.090
181 H -4.436 32.476 -7.520  C174 1.090
182 H -4.329 32.590 -5.673  C174 1.090
183 H -6.694 32.894 -7.570  C175 1.090
184 H -6.002 30.731 -5.448  C176 1.090
185 H -6.356 30.535 -7.167  C176 1.090
186 H -9.533 29.813 -6.367  C178 1.090
187 H -8.434 29.292 -5.095  C178 1.090
188 H -8.125 29.108 -6.857  C178 1.090
189 H -7.679 32.815 -5.096  N179 1.010
190 H -7.529 34.150 -5.926  N179 1.010
191 C -13.516 27.127 2.897  C192 1.529, H197 1.090, H198 1.090, H199 1.090
192 C -13.060 27.092 4.355  C191 1.529, C193 1.559, N196 1.432, H200 1.090
193 C -13.484 28.383 5.118  C192 1.559, O194 1.456, H201 1.090, H202 1.090
194 O -12.835 29.599 4.648  C193 1.456, C195 1.399
195 C -11.523 29.718 5.119  O194 1.399, H203 1.090, H204 1.090, H205 1.090
196 N -13.649 25.944 4.975  C192 1.432, H206 1.010, H207 1.010
197 H -14.576 27.376 2.834  C191 1.090
198 H -13.464 26.165 2.386  C191 1.090
199 H -13.042 27.948 2.359  C191 1.090
200 H -12.005 26.856 4.498  C192 1.090
201 H -13.345 28.207 6.185  C193 1.090
202 H -14.545 28.615 5.029  C193 1.090
203 H -10.985 28.772 5.179  C195 1.090
204 H -11.471 30.198 6.097  C195 1.090
205 H -11.021 30.328 4.369  C195 1.090
206 H -13.436 25.137 4.407  N196 1.010
207 H -13.056 25.797 5.779  N196 1.010
208 C -16.722 19.519 -0.514  C209 1.529, H214 1.090, H215 1.090, H216 1.090
209 C -16.714 18.150 0.167  C208 1.529, C210 1.566, N213 1.515, H217 1.090
210 C -16.205 18.134 1.647  C209 1.566, O211 1.418, H218 1.090, H219 1.090
211 O -14.930 18.690 1.924  C210 1.418, C212 1.455
212 C -13.835 17.960 1.302  O211 1.455, H220 1.090, H221 1.090, H222 1.090
213 N -18.156 17.690 0.112  C209 1.515, H223 1.010, H224 1.010
214 H -17.076 19.362 -1.533  C208 1.090
215 H -15.732 19.948 -0.673  C208 1.090
216 H -17.253 20.309 0.018  C208 1.090
217 H -16.179 17.405 -0.422  C209 1.090
218 H -16.169 17.114 2.030  C210 1.090
219 H -16.864 18.674 2.326  C210 1.090
220 H -13.018 18.677 1.220  C212 1.090
221 H -14.148 17.739 0.282  C212 1.090
222 H -13.587 17.099 1.923  C212 1.090
223 H -18.146 16.774 0.538  N213 1.010
224 H -18.309 17.458 -0.859  N213 1.010
225 C 6.934 24.672 -2.655  C226 1.520, H231 1.090, H232 1.090, H233 1.090
226 C 6.250 25.685 -1.751  C225 1.520, C227 1.568, N230 1.449, H234 1.090
227 C 4.958 25.278 -0.960  C226 1.568, O228 1.410, H235 1.090, H236 1.090
228 O 4.525 26.406 -0.232  C227 1.410, C229 1.397
229 C 3.414 26.098 0.556  O228 1.397, H237 1.090, H238 1.090, H239 1.090
230 N 7.320 26.084 -0.860  C226 1.449, H240 1.010, H241 1.010
231 H 7.292 23.823 -2.072  C225 1.090
232 H 7.760 25.149 -3.183  C225 1.090
233 H 6.375 24.215 -3.472  C225 1.090
234 H 5.964 26.540 -2.362  C226 1.090
235 H 5.269 24.486 -0.279  C227 1.090
236 H 4.144 24.984 -1.622  C227 1.090
237 H 2.569 26.158 -0.131  C229 1.090
238 H 3.214 26.890 1.277  C229 1.090
239 H 3.435 25.142 1.078  C229 1.090
240 H 6.734 26.379 -0.092  N230 1.010
241 H 7.677 25.220 -0.479  N230 1.010

Strongest force on any atom (Eh/bohr): 0.062
HOMO (eV): -8.773
ΔE to the lowest compared entry with this formula, charge and spin (eV): 0.243
Lowest unoccupied orbital energy (eV): 0.3
Net charge: 0
Gap between HOMO and LUMO (hartree): 0.33502

Atom charges from the Löwdin analysis, given in e for atoms 1 to 8: -0.057, 0.027, 0.025, -0.081, -0.436, -0.205, -0.195, -0.103

---

# C5H10O

C5H10O in the gas phase (ωB97M-V with the def2-TZVPD basis set, the Open Molecules 2025 dataset).

Bonds (Å) are listed after each position.
Positions of all 16 atoms, in Å:
1 C 1.557 -0.155 1.033  C2 1.512, H7 1.096, H8 1.095, H9 1.095
2 C 0.919 0.028 -0.326  C1 1.512, C3 1.512, C4 1.510, H10 1.089
3 C 0.077 -1.057 -0.956  C2 1.512, C4 1.492, H11 1.086, H12 1.088
4 C -0.559 0.233 -0.558  C2 1.510, C3 1.492, C5 1.511, O6 1.405
5 C -1.572 0.278 0.562  C4 1.511, H13 1.095, H14 1.097, H15 1.093
6 O -0.905 1.042 -1.654  C4 1.405, H16 0.966
7 H 2.302 -0.957 1.008  C1 1.096
8 H 2.063 0.761 1.357  C1 1.095
9 H 0.825 -0.411 1.805  C1 1.095
10 H 1.535 0.569 -1.043  C2 1.089
11 H 0.189 -1.237 -2.022  C3 1.086
12 H -0.148 -1.939 -0.361  C3 1.088
13 H -2.506 -0.194 0.241  C5 1.095
14 H -1.793 1.317 0.838  C5 1.097
15 H -1.221 -0.238 1.461  C5 1.093
16 H -0.765 1.959 -1.385  O6 0.966

Strongest force on any atom (Eh/bohr): 0.006
SMILES: C[C@H]1C[C@]1(C)O
HOMO (eV): -9.533
ΔE to the lowest compared entry with this formula, charge and spin (eV): 0.978
Lowest unoccupied orbital energy (eV): 1.0
Net charge: 0
Gap between HOMO and LUMO (hartree): 0.38749

Atom charges from the Löwdin analysis, given in e for atoms 1 to 8: -0.066, -0.257, -0.042, -0.547, -0.012, 0.003, 0.077, 0.075

---

- Number 1 is which compound?
  C56H156N14O15

---

- The lowest gap between HOMO and LUMO belongs to which entry?
  C56H156N14O15